Record 1
ORCA calculation (the ωB97M-V functional and the def2-TZVPD basis) on a 19-piece molecular cluster, C2H43NO18 overall.

Cartesian coordinates (Å):
1 C -0.31996 -0.85345 -0.31941
2 N -0.90365 0.34376 0.32412
3 C -2.30313 0.00781 0.72420
4 H -0.50029 -1.69969 0.30224
5 H -0.75101 -1.01828 -1.30692
6 H 0.74282 -0.64646 -0.35833
7 H -0.87246 1.21519 -0.16443
8 H -2.94169 0.80940 0.32855
9 H -2.41567 0.10680 1.80855
10 H -2.57458 -1.03854 0.56500
11 H 1.99516 -1.71985 -2.57900
12 H 1.08845 -0.83892 -3.29937
13 O 1.39509 -1.77309 -3.35871
14 H -1.47257 -4.84353 0.33107
15 H -1.04377 -3.63460 -0.53098
16 O -1.40504 -3.88266 0.32909
17 H 1.68471 1.54101 3.66670
18 H 0.17438 1.97132 3.69353
19 O 0.79138 1.24047 3.88941
20 H -2.87167 -0.36144 -2.76231
21 H -1.90961 -1.28354 -3.40907
22 O -2.03808 -0.31890 -3.27616
23 H 3.58889 2.56602 2.39251
24 H 3.32007 1.06176 2.58573
25 O 3.55759 1.88940 3.07825
26 H -2.37078 4.54264 -0.44089
27 H -1.96667 3.24349 0.43054
28 O -1.91776 3.69632 -0.41491
29 H 2.18133 2.15397 -0.01109
30 H 1.08943 3.34277 0.02838
31 O 1.64111 2.73792 0.53228
32 H -5.05166 0.23145 -1.03444
33 H -3.94397 1.20246 -1.94257
34 O -4.23166 0.39954 -1.48594
35 H 0.62197 -2.37421 1.30861
36 H 1.81789 -1.66018 1.64853
37 O 1.56933 -2.50827 1.25767
38 H -0.87833 -3.57899 -3.80173
39 H -0.05449 -2.60258 -2.99936
40 O -0.98032 -2.94579 -3.08375
41 H 2.05528 0.75644 -2.08165
42 H 3.21455 0.03751 -1.39897
43 O 2.80585 0.91312 -1.48010
44 H -2.84596 2.20331 -2.86383
45 H -2.85813 3.13582 -1.71240
46 O -3.42804 2.87868 -2.48158
47 H 2.65085 0.33515 0.70886
48 H 1.93627 0.25898 2.12547
49 O 2.71026 -0.01472 1.60682
50 H 2.53054 -2.15005 -0.30801
51 H 3.78434 -2.50742 -1.23265
52 O 2.95718 -2.02451 -1.17375
53 H -0.78859 -2.38763 2.90515
54 H -1.12269 -3.80035 2.30829
55 O -1.12005 -3.27748 3.13355
56 H 0.46498 1.51400 -3.69060
57 H -0.45461 0.60741 -2.94617
58 O 0.49670 0.85145 -2.98681
59 H 0.26680 3.07635 1.99138
60 H 0.91178 4.13687 3.01798
61 O 0.13890 3.62486 2.77564
62 H -0.25967 -0.16041 2.76438
63 H 0.36338 -0.87975 3.92102
64 O 0.26763 -0.94146 2.96576

- ΔE to the lowest compared entry with this formula, charge and spin: 17.2 kJ/mol
- F_max: 2.62 eV/A
- Total charge: 0
- E_HOMO: -8.899 eV

=====

Record 2
ORCA calculation (the ωB97M-V functional and the def2-TZVPD basis) on C2H4AuClNO6 as an isolated structure.

Cartesian coordinates (Å):
1 Au -1.21732 -0.20024 -0.03756
2 N 1.16482 -0.04054 1.54010
3 C 1.60727 -1.33750 1.59303
4 C 0.46841 -2.48424 0.93664
5 O 0.90151 -3.57429 0.91098
6 O -0.61031 -1.93671 0.65156
7 H 1.49662 0.59942 0.82799
8 H 0.72600 0.36768 2.35327
9 H 1.68659 -1.74276 2.60388
10 H 2.47768 -1.54669 0.97288
11 O -0.99077 2.16954 -2.82122
12 Cl -0.88010 2.21836 -1.46154
13 O -0.73553 3.45352 -0.88948
14 O -2.01982 1.48118 -0.80838
15 O 0.20661 1.30753 -0.97849

- 2S+1: 3
- F_max: 2.29 eV/A
- Total charge: +1
- ⟨S²⟩: 2.01
- E_HOMO (spin up / spin down): -14.697 / -15.886 eV

=====

Record 3
ORCA calculation (the ωB97M-V functional and the def2-TZVPD basis) on C2H4B3BrCsN2O4 as an isolated structure.

Cartesian coordinates (Å):
1 N -2.19107 3.62453 -0.86092
2 C -1.95681 2.52453 -0.61400
3 O -1.71671 1.26797 -0.68238
4 B -1.02367 0.78372 0.50053
5 O -1.70516 0.11500 1.45208
6 B -1.07248 -1.11223 1.68226
7 Br -2.09864 -2.69083 1.70692
8 O 0.29807 -1.12090 1.74055
9 B 0.89297 -0.35844 0.74928
10 C 1.97950 -0.88744 -0.21795
11 N 1.47283 -2.11089 -0.90714
12 O 0.31423 0.93958 0.59197
13 H 2.17948 -0.10310 -0.94247
14 H 2.91184 -1.11730 0.29144
15 H 0.50772 -2.31564 -0.68181
16 H 1.47780 -1.95781 -1.90542
17 Cs -0.26990 4.51925 -1.90295

- F_max: 4.55 eV/A
- Total charge: +1
- E_HOMO: -12.418 eV

=====

Record 4
ORCA calculation (the ωB97M-V functional and the def2-TZVPD basis) on an isolated ion of composition C2H4Br2N and charge +1.

Cartesian coordinates (Å):
1 Br 2.33735 0.38565 0.78105
2 C 0.39049 -0.09265 0.70668
3 Br -0.32265 -1.20223 1.95429
4 C -0.57495 0.72206 -0.11500
5 N -0.04016 -0.46088 -0.71478
6 H -1.69888 0.71827 0.29111
7 H -0.11281 1.60247 -0.43939
8 H -0.56857 -1.27647 -1.00237
9 H 0.59019 -0.39621 -1.46158

- Structure (SMILES): BrC1(Br)C[NH2+]1
- ΔE to the lowest compared entry with this formula, charge and spin: 75.1 kJ/mol
- F_max: 3.83 eV/A
- Total charge: +1
- E_HOMO: -15.356 eV

=====

Record 5
ORCA calculation (the ωB97M-V functional and the def2-TZVPD basis) on one molecule with the formula C2H4Br2NO2P.

Cartesian coordinates (Å):
1 C -0.21585 1.03214 -0.19349
2 C -0.62983 -0.18829 0.28168
3 N 0.16598 -1.31259 0.45197
4 O -1.94852 -0.46608 0.54842
5 P -3.05737 -0.05863 -0.51923
6 O -2.62576 -0.02190 -1.90426
7 Br -4.05275 1.78775 0.28397
8 Br -4.47815 -1.49834 0.12207
9 H -0.89946 1.90653 -0.26411
10 H 0.92760 1.10448 -0.31258
11 H 1.21785 -1.18695 0.49462
12 H -0.29905 -2.13476 0.44548

- Structure (SMILES): C=C(N)OP(=O)(Br)Br
- ΔE to the lowest compared entry with this formula, charge and spin: 34.6 kJ/mol
- F_max: 4.97 eV/A
- Total charge: 0
- E_HOMO: -8.534 eV

=====

Record 6
ORCA calculation (the ωB97M-V functional and the def2-TZVPD basis) on C2H4Br3P as an isolated structure.

Cartesian coordinates (Å):
1 C 0.27827 -0.07932 0.13466
2 C -1.09191 0.58916 0.11262
3 P -2.47388 0.02509 -0.82406
4 Br -0.97838 2.49592 -0.50658
5 Br -4.31279 0.53659 0.44422
6 Br -2.30980 -2.10368 -0.36218
7 H 0.75262 0.31585 -0.76309
8 H 0.66524 0.25711 1.15734
9 H 0.11079 -1.15351 0.06923
10 H -1.71721 0.59796 1.60202

- ΔE to the lowest compared entry with this formula, charge and spin: 175.5 kJ/mol
- F_max: 5.31 eV/A
- Total charge: 0
- E_HOMO: -9.491 eV

=====

Record 7
ORCA calculation (the ωB97M-V functional and the def2-TZVPD basis) on C2H4BrI as an isolated structure.

Cartesian coordinates (Å):
1 C -1.34997 -0.12025 -0.55402
2 C 1.21020 0.05728 0.60335
3 Br 1.43943 1.78707 -0.13727
4 I 2.39867 -1.56317 -0.01650
5 H -0.89721 0.62331 -1.07045
6 H -1.79752 -0.99611 -0.86832
7 H -1.67426 0.11939 0.48865
8 H 0.67067 0.09248 1.55455

- ΔE to the lowest compared entry with this formula, charge and spin: 421.2 kJ/mol
- F_max: 4.40 eV/A
- Total charge: 0
- E_HOMO (spin up / spin down): -8.775 / -8.261 eV

=====

Record 8
ORCA calculation (the ωB97M-V functional and the def2-TZVPD basis) on a 2-piece molecular cluster, C2H4BrN overall.

Cartesian coordinates (Å):
1 C -0.93150 0.96398 0.27447
2 C 0.88167 -1.05976 -0.17011
3 N 0.30174 0.81962 0.36399
4 Br -1.50775 2.70617 0.50413
5 H -1.57479 0.15341 0.07029
6 H 1.91873 -0.96649 0.22458
7 H 0.84474 -0.93963 -1.23367
8 H 0.06717 -1.67729 -0.03368

- ΔE to the lowest compared entry with this formula, charge and spin: 266.7 kJ/mol
- F_max: 5.51 eV/A
- Total charge: 0
- E_HOMO: -9.428 eV

=====

Record 9
ORCA calculation (the ωB97M-V functional and the def2-TZVPD basis) on one molecule with the formula C2H4BrP.

Cartesian coordinates (Å):
1 Br -2.29293 0.94217 -0.40200
2 C -0.61794 -0.10649 -0.53877
3 C 0.70122 0.57163 0.44183
4 P -0.07026 -0.97754 1.02492
5 H -0.36825 -0.65812 -1.39242
6 H 1.46113 0.49115 -0.32923
7 H 0.53307 1.48530 0.90052
8 H 0.65396 -1.74810 0.29515

- Structure (SMILES): Br[C@H]1CP1
- ΔE to the lowest compared entry with this formula, charge and spin: 194.1 kJ/mol
- F_max: 5.47 eV/A
- Total charge: 0
- E_HOMO: -9.119 eV

=====

Record 10
ORCA calculation (the ωB97M-V functional and the def2-TZVPD basis) on C2H4Cl2F6MgN3O12S6 as an isolated structure.

Cartesian coordinates (Å):
1 Mg -0.49504 0.17771 0.27340
2 N 0.86192 3.59608 -1.16588
3 S 0.87077 2.88498 -2.59301
4 O 0.41086 3.67493 -3.68094
5 O 0.54534 1.49016 -2.60651
6 F 2.45550 2.85593 -2.77012
7 S -0.67617 3.40997 -0.72501
8 O -0.94560 2.05990 -0.28517
9 O -1.68559 4.13485 -1.38715
10 F -0.51602 4.13254 0.65941
11 N 1.24584 0.59898 0.95915
12 S 1.84649 1.88363 1.90175
13 O 2.29595 3.01563 1.20937
14 O 2.58232 1.43241 3.02520
15 F 0.45079 2.26764 2.53133
16 S 2.52681 -0.39868 1.08299
17 O 2.60751 -1.16998 2.27116
18 O 3.70208 0.13858 0.50393
19 F 1.99911 -1.45397 -0.00731
20 N -1.80659 -0.44910 -0.97058
21 S -1.50712 -1.19766 -2.43472
22 O -1.51442 -0.34666 -3.56232
23 O -2.05070 -2.50432 -2.51658
24 F 0.04380 -1.42340 -2.18723
25 S -3.26162 0.15803 -1.30974
26 O -4.21819 -0.85002 -1.60019
27 O -3.32451 1.40460 -1.96638
28 F -3.56134 0.55117 0.23236
29 Cl -0.79636 -2.05896 1.43898
30 C -0.50809 -3.82178 1.74357
31 C 0.82722 -4.00754 2.42888
32 Cl 0.81889 -3.23159 4.02550
33 H -0.56694 -4.23443 0.74114
34 H -1.31170 -4.17283 2.38345
35 H 1.60357 -3.47582 1.88279
36 H 1.05123 -5.07100 2.47451

- ΔE to the lowest compared entry with this formula, charge and spin: 65.7 kJ/mol
- F_max: 3.97 eV/A
- Total charge: -1
- E_HOMO: -7.439 eV

=====

Record 11
ORCA calculation (the ωB97M-V functional and the def2-TZVPD basis) on a 2-piece molecular cluster, C2H4Cl2N2O overall.

Cartesian coordinates (Å):
1 C 0.94812 1.06502 -0.71485
2 C -0.58206 -0.83764 -0.72278
3 N 0.59030 -0.18664 -0.61749
4 N -1.20950 0.00257 1.79209
5 O -1.12386 -1.09398 1.36520
6 Cl -2.00129 -0.04985 -1.24361
7 Cl 0.34660 0.54347 2.64872
8 H 1.98032 1.35837 -0.75708
9 H 0.28637 1.70460 -1.06928
10 H -0.59840 -1.82739 -0.40627
11 H 1.36339 -0.67854 -0.27464

- ΔE to the lowest compared entry with this formula, charge and spin: 532.7 kJ/mol
- F_max: 4.44 eV/A
- Total charge: 0
- E_HOMO (spin up / spin down): -7.365 / -7.245 eV

=====

Record 12
ORCA calculation (the ωB97M-V functional and the def2-TZVPD basis) on a 2-piece molecular cluster, C2H4Cl2OS overall.

Cartesian coordinates (Å):
1 C 1.03861 1.05379 -0.33331
2 C -0.34595 0.59845 -0.00610
3 O -1.26781 -2.54666 0.33727
4 S -0.15498 -1.89907 -0.77046
5 Cl -0.80419 0.47904 1.61020
6 Cl -1.53351 1.39757 -0.93935
7 H 1.18796 2.09297 -0.32475
8 H 1.77572 0.60497 0.39961
9 H 1.13828 0.59727 -1.26621
10 H -1.03412 -2.37833 1.29310

- ΔE to the lowest compared entry with this formula, charge and spin: 179.7 kJ/mol
- F_max: 3.26 eV/A
- Total charge: 0
- E_HOMO (spin up / spin down): -8.844 / -8.594 eV

=====

Record 13
ORCA calculation (the ωB97M-V functional and the def2-TZVPD basis) on a 2-piece molecular cluster, C2H4Cl3 overall.

Cartesian coordinates (Å):
1 Cl -1.55668 0.39942 -1.82311
2 Cl -1.46356 1.29281 1.44697
3 C -0.54331 -0.32546 -0.55426
4 C -0.10353 0.68821 0.47375
5 H -1.11718 -1.15016 -0.08951
6 H 0.34363 -0.76843 -1.04677
7 H 0.62501 0.22623 1.16749
8 H 0.38908 1.55843 -0.00112
9 Cl 3.42653 -1.92106 0.42656

- ΔE to the lowest compared entry with this formula, charge and spin: 20.2 kJ/mol
- F_max: 1.05 eV/A
- Total charge: -1
- E_HOMO: -3.890 eV

=====

Record 14
ORCA calculation (the ωB97M-V functional and the def2-TZVPD basis) on C2H4Cl3CoSbSe4 as an isolated structure.

Cartesian coordinates (Å):
1 Co 0.81500 0.09197 0.41719
2 Se 2.43230 -3.63049 2.66594
3 Sb 1.87535 -2.47392 0.60028
4 Se -0.44954 -1.73110 0.90209
5 Se 3.26811 -0.36515 0.30522
6 Se 1.92037 -3.80362 -1.45457
7 Cl 1.30883 -0.93653 -5.49750
8 C 1.10990 -1.23484 -3.74095
9 Cl 0.29241 0.10361 -2.93850
10 H 2.09077 -1.36436 -3.29928
11 H 0.51920 -2.13143 -3.60840
12 Cl 0.17418 3.02181 1.49863
13 C 0.20478 1.97028 -0.01288
14 H 0.86122 2.51661 -0.69426
15 H -0.81347 2.03433 -0.40264

- ΔE to the lowest compared entry with this formula, charge and spin: 0.0 kJ/mol
- 2S+1: 4
- F_max: 2.03 eV/A
- Total charge: -2
- ⟨S²⟩: 3.76
- E_HOMO (spin up / spin down): -1.281 / -1.285 eV

=====

Record 15
ORCA calculation (the ωB97M-V functional and the def2-TZVPD basis) on a 2-piece molecular cluster, C2H4Cl3F3PS2 overall.

Cartesian coordinates (Å):
1 F 2.80478 0.77610 2.51368
2 C 2.86677 0.50933 1.15778
3 F 3.33446 -0.80015 0.95159
4 F 3.79806 1.33916 0.49943
5 S 1.25806 0.69394 0.25458
6 P -0.45697 0.21000 1.48021
7 S -0.66957 -1.74095 1.53671
8 H 1.28847 -0.30334 -0.72653
9 H -0.42767 0.78489 2.80343
10 H -1.60732 0.72010 0.76826
11 C -2.52646 -0.40296 -2.17948
12 Cl -2.67670 0.46559 -3.70785
13 Cl -2.70959 -2.14024 -2.42627
14 Cl -0.95952 -0.04662 -1.41330
15 H -3.31681 -0.06485 -1.51224

- F_max: 5.48 eV/A
- Total charge: +1
- E_HOMO: -13.396 eV

=====

Record 16
ORCA calculation (the ωB97M-V functional and the def2-TZVPD basis) on a 2-piece molecular cluster, C2H4Cl3N2O overall.

Cartesian coordinates (Å):
1 C -0.72528 0.59322 0.42948
2 C -3.30478 1.63415 -0.29304
3 N -0.53314 -0.66898 0.19779
4 N 0.21462 1.54524 0.50123
5 O 0.72103 -1.19837 -0.22754
6 Cl -2.63500 2.40133 -1.69667
7 Cl -3.93724 0.10322 -0.47067
8 Cl -3.70995 2.58922 0.98963
9 H -1.23722 -1.29496 -0.15518
10 H -0.19802 2.40563 0.58871
11 H 1.09005 1.38484 -0.10132
12 H 1.31298 -1.14669 0.48666

- ΔE to the lowest compared entry with this formula, charge and spin: 0.0 kJ/mol
- 2S+1: 3
- F_max: 4.51 eV/A
- Total charge: +1
- ⟨S²⟩: 2.01
- E_HOMO (spin up / spin down): -11.804 / -14.978 eV

=====

Record 17
ORCA calculation (the ωB97M-V functional and the def2-TZVPD basis) on a 2-piece molecular cluster, C2H4Cl3P overall.

Cartesian coordinates (Å):
1 C -0.38202 0.19939 0.51165
2 C -1.31814 1.18433 0.00299
3 P 1.39473 0.27991 -0.15766
4 Cl 4.08127 1.13988 -0.24837
5 Cl -0.80609 2.04075 -1.47749
6 Cl -1.90366 2.31978 1.37178
7 H -0.65226 -0.10865 1.41902
8 H -2.20306 0.72624 -0.30491
9 H 1.74366 -0.93707 0.32361
10 H 0.97877 0.49429 -1.44686

- ΔE to the lowest compared entry with this formula, charge and spin: 267.3 kJ/mol
- F_max: 6.67 eV/A
- Total charge: 0
- E_HOMO (spin up / spin down): -9.274 / -9.639 eV

=====

Record 18
ORCA calculation (the ωB97M-V functional and the def2-TZVPD basis) on one molecule with the formula C2H4Cl4Si.

Cartesian coordinates (Å):
1 C 0.41211 0.98481 -0.92010
2 C 0.31374 0.49293 0.48955
3 Cl 1.95284 0.22630 1.15746
4 Si -0.66268 -1.12108 0.54886
5 Cl -2.36012 -1.05333 -0.66932
6 Cl 0.52835 -2.56806 -0.31222
7 Cl -1.32002 -1.71455 2.45340
8 H 0.82896 0.28624 -1.64652
9 H -0.53412 1.34258 -1.26601
10 H 1.05632 1.87295 -0.94629
11 H -0.21537 1.25121 1.11120

- Structure (SMILES): C[C@H](Cl)[Si](Cl)(Cl)Cl
- ΔE to the lowest compared entry with this formula, charge and spin: 8.6 kJ/mol
- F_max: 1.45 eV/A
- Total charge: 0
- E_HOMO: -10.841 eV

=====

Record 19
ORCA calculation (the ωB97M-V functional and the def2-TZVPD basis) on one molecule with the formula C2H4ClFO.

Cartesian coordinates (Å):
1 O 1.33895 -0.67678 -0.33866
2 C 0.51187 0.22839 0.41660
3 C -0.75259 0.41510 -0.37434
4 F -1.50878 1.68431 -0.08112
5 Cl -1.89897 -1.13272 0.01295
6 H 1.20268 -1.82471 -0.28472
7 H 0.27962 -0.20795 1.42829
8 H 1.33462 1.07368 0.70877
9 H -0.50742 0.44066 -1.48777

- Structure (SMILES): OC[C@H](F)Cl
- ΔE to the lowest compared entry with this formula, charge and spin: 180.2 kJ/mol
- F_max: 5.50 eV/A
- Total charge: 0
- E_HOMO: -11.214 eV